ORCA calculation (ωB97M-V/def2-TZVPD) on C45H50BN10O4S2Sc as an isolated structure.

```
113
Properties=species:S:1:pos:R:3
H -6.80 -4.60 0.07
C 0.25 -3.81 1.49
O -2.50 -0.61 1.98
C -3.68 0.88 -4.26
C -4.58 1.08 -3.25
H 3.63 1.60 3.21
H -2.05 -4.72 -1.40
H 2.82 5.72 2.45
C -2.38 0.42 -3.94
N 0.96 -0.68 2.71
C 1.20 -0.62 4.02
H -0.27 3.21 4.84
H -1.02 -4.46 -3.65
C -0.85 -3.40 -0.39
C 0.09 -0.49 -3.15
S -3.46 -0.18 0.98
H 1.62 1.24 -3.41
H -1.68 3.97 4.07
H -4.41 -4.94 0.63
C -0.37 0.83 3.49
Sc -0.42 0.21 0.16
O -1.00 2.49 -1.59
H 1.10 5.02 0.86
H 3.24 3.22 -0.58
H 1.94 -1.27 4.47
C 1.98 1.98 -2.70
H 0.32 0.64 5.60
H 0.16 7.27 -2.26
H -2.08 4.93 1.49
C -0.94 4.74 -0.31
H 5.23 0.02 -0.64
H -2.09 7.42 1.38
S -0.91 2.99 -0.23
N 2.12 1.99 1.87
H 1.16 2.23 -2.03
H -3.33 2.13 4.65
C -2.66 -2.88 -2.24
H 2.23 2.88 -3.28
C -4.82 -3.93 0.55
H -0.98 -5.40 0.59
N 2.42 -0.96 0.65
H -1.84 9.44 -0.08
C -0.94 7.51 -0.43
C -0.87 3.24 3.92
C -4.25 0.80 -1.90
H -0.09 9.40 0.14
C 3.75 -1.03 0.61
C -0.60 -4.39 0.58
H -5.57 1.44 -3.48
H 0.03 -3.19 -3.01
N -0.19 -2.27 -0.08
H 2.33 -2.39 2.35
O -4.31 0.94 1.25
N 0.00 0.21 2.37
C -2.47 1.44 4.66
C -0.18 -0.36 -4.52
H -7.74 -2.32 -0.06
C -0.91 9.02 -0.47
C -6.16 -3.74 0.24
C -1.57 -3.78 -1.67
C -2.03 0.20 -2.60
H -6.27 -0.35 0.36
C -1.45 1.86 3.60
H 4.82 2.46 -0.78
H 4.29 -1.69 1.28
N 0.44 2.37 0.32
C 4.20 -0.17 -0.35
O -1.98 2.57 0.64
N 0.50 -2.56 1.08
H -1.63 0.27 -5.96
C -0.31 5.37 -1.38
H -0.23 3.61 3.12
H -2.84 0.44 4.47
H 0.18 -4.85 -2.41
C -0.32 6.76 -1.43
C -0.53 -4.10 -2.75
C -4.00 -2.84 0.77
H 1.06 -0.83 -2.80
H 0.73 -4.20 2.37
H 4.15 3.47 -2.08
C -3.00 0.35 -1.57
N -0.78 -0.20 -2.23
C 3.90 2.74 -1.30
H 4.14 3.99 3.69
C 1.40 2.90 1.22
H -0.77 9.39 -1.48
C -5.87 -1.36 0.39
B 1.59 -1.67 1.72
C -4.53 -1.56 0.68
H -2.24 -2.15 -2.92
C 1.65 4.27 1.41
N -2.53 -0.05 -0.32
H -4.98 0.96 -1.12
C -1.39 0.12 -4.91
H -1.97 1.92 2.65
H 3.91 1.10 -2.67
C 3.36 3.72 2.99
C -6.69 -2.46 0.17
H -2.95 -2.97 1.03
H -3.94 1.07 -5.29
N 1.96 -0.07 -0.28
H -3.23 -2.35 -1.47
C 3.21 1.52 -1.94
H 0.59 -0.62 -5.24
C 0.38 0.35 4.56
H 0.16 4.78 -2.16
H -3.37 -3.49 -2.81
H -2.03 1.46 5.67
C 2.62 4.67 2.30
C 3.05 0.43 -0.89
C 3.07 2.39 2.72
C -1.58 6.84 0.61
C -1.59 5.46 0.68
```

Results
Charge: 0
HOMO level in eV: -7.8
Relative energy (zero: lowest compared OMol25 entry of this formula, charge and spin) in eV: 0.000
Kohn-Sham gap in hartree: 0.2916
Spin multiplicity: 1

Results of the Löwdin charge analysis, in e, for atoms 1 through 99:
1 H 0.103
2 C -0.058
3 O -0.308
4 C -0.037
5 C -0.057
6 H 0.108
7 H 0.122
8 H 0.108
9 C -0.155
10 N -0.019
11 C -0.058
12 H 0.084
13 H 0.083
14 C -0.269
15 C -0.166
16 S 0.600
17 H 0.051
18 H 0.082
19 H 0.108
20 C -0.256
21 Sc 1.166
22 O -0.299
23 H 0.089
24 H 0.066
25 H 0.124
26 C -0.057
27 H 0.109
28 H 0.115
29 H 0.117
30 C -0.302
31 H 0.110
32 H 0.118
33 S 0.572
34 N 0.131
35 H 0.038
36 H 0.083
37 C -0.033
38 H 0.086
39 C -0.068
40 H 0.110
41 N -0.023
42 H 0.079
43 C -0.259
44 C -0.040
45 C 0.005
46 H 0.086
47 C -0.068
48 C -0.024
49 H 0.107
50 H 0.062
51 N 0.097
52 H 0.124
53 O -0.274
54 N 0.019
55 C -0.053
56 C -0.044
57 H 0.105
58 C -0.047
59 C -0.076
60 C -0.340
61 C -0.219
62 H 0.109
63 C -0.362
64 H 0.074
65 H 0.123
66 N -0.157
67 C -0.023
68 O -0.311
69 N -0.027
70 H 0.121
71 C -0.043
72 H 0.055
73 H 0.078
74 H 0.083
75 C -0.028
76 C -0.051
77 C -0.072
78 H 0.116
79 H 0.127
80 H 0.079
81 C -0.278
82 N 0.066
83 C -0.049
84 H 0.098
85 C -0.380
86 H 0.076
87 C -0.052
88 B -0.546
89 C -0.267
90 H 0.061
91 C -0.037
92 N -0.208
93 H 0.099
94 C 0.011
95 H 0.082
96 H 0.133
97 C -0.076
98 C -0.070
99 H 0.103